1.
{
  "formula": "C22H31CdClF2NO5S4Si",
  "method": "ωB97M-V/def2-TZVPD",
  "elements": ["Cd", "C", "C", "S", "C", "C", "S", "C", "C", "S", "C", "C", "S", "H", "H", "H", "H", "H", "H", "H", "H", "H", "H", "H", "H", "H", "H", "H", "H", "F", "C", "C", "C", "C", "C", "F", "C", "C", "C", "C", "C", "C", "N", "H", "H", "H", "H", "H", "H", "O", "Cl", "O", "O", "O", "C", "Si", "C", "C", "O", "H", "H", "H", "H", "H", "H", "H", "H", "H"],
  "coordinates": [[-0.201, -1.200, 1.411], [-0.563, 2.540, -4.498], [-0.334, 3.938, -4.115], [-0.886, 4.456, -2.515], [0.470, 5.582, -2.044], [1.790, 4.916, -1.737], [1.938, 4.299, -0.048], [3.142, 2.932, -0.358], [2.807, 1.822, -1.305], [0.923, 1.868, -1.596], [0.604, 0.249, -2.426], [-0.886, 0.239, -2.906], [-1.630, 1.847, -3.162], [0.474, 2.106, -4.499], [-1.121, 2.315, -5.389], [-0.829, 4.588, -4.848], [0.767, 4.170, -4.215], [0.014, 6.161, -1.218], [0.670, 6.213, -2.913], [2.569, 5.594, -1.960], [2.028, 4.072, -2.432], [3.253, 2.415, 0.618], [4.030, 3.438, -0.653], [3.231, 0.878, -0.852], [3.203, 1.967, -2.265], [0.650, -0.696, -1.808], [1.302, 0.233, -3.277], [-1.592, -0.260, -2.280], [-0.880, -0.330, -3.850], [-1.590, 3.948, 2.513], [-1.989, 2.650, 2.692], [-1.377, 1.642, 1.940], [-1.725, 0.275, 2.087], [-2.616, -0.080, 3.085], [-3.306, 0.953, 3.692], [-4.411, 0.748, 4.467], [-3.039, 2.290, 3.553], [-2.840, -1.523, 3.294], [-3.894, -2.007, 4.152], [-4.090, -3.410, 4.247], [-3.250, -4.217, 3.566], [-2.171, -3.711, 2.873], [-1.973, -2.362, 2.743], [-0.753, 1.886, 1.019], [-3.573, 3.083, 4.099], [-4.578, -1.303, 4.606], [-4.858, -3.775, 4.960], [-3.449, -5.261, 3.502], [-1.385, -4.404, 2.471], [1.714, -1.527, 2.831], [2.538, -0.419, 2.393], [3.743, -0.839, 1.755], [2.990, 0.369, 3.496], [1.734, 0.348, 1.449], [1.288, -3.540, -2.398], [1.036, -3.818, -0.498], [0.510, -5.657, -0.414], [2.618, -3.812, 0.489], [-0.002, -2.629, -0.051], [1.721, -4.417, -2.889], [1.996, -2.740, -2.676], [0.319, -3.405, -2.878], [0.349, -6.044, 0.607], [1.209, -6.364, -0.906], [-0.437, -5.721, -0.930], [3.160, -2.860, 0.518], [3.227, -4.691, 0.216], [2.209, -4.007, 1.468]],
  "gap_ev": 7.76,
  "e_lumo_ev": 2.3424,
  "homo_energy_ev": -5.42,
  "total_charge": -1
}

2.
{
  "formula": "C4H13NO",
  "method": "ωB97M-V/def2-TZVPD",
  "elements": ["C", "C", "N", "C", "C", "H", "H", "H", "H", "H", "H", "H", "H", "H", "H", "H", "O", "H", "H"],
  "coordinates": [[0.997, 1.612, 1.296], [1.064, 0.882, -0.039], [0.176, 1.508, -1.066], [-0.146, 0.595, -2.186], [0.912, -0.387, -2.708], [1.780, 1.136, 1.902], [1.223, 2.668, 1.204], [0.079, 1.321, 1.798], [0.563, -0.080, 0.091], [2.083, 0.764, -0.404], [0.699, 2.254, -1.527], [-1.080, 0.070, -1.971], [-0.374, 1.222, -3.050], [1.566, 0.132, -3.432], [0.580, -1.189, -3.371], [1.568, -0.832, -1.967], [-3.523, -3.900, 5.012], [-4.277, -4.371, 4.641], [-3.890, -3.406, 5.775]],
  "e_above_lowest_kcal_mol": 23.53,
  "gap_ev": 10.04,
  "smiles": "CCNCC.O",
  "e_lumo_ev": 1.0909,
  "homo_energy_ev": -8.95
}

3.
{
  "formula": "C18H44BN7O10",
  "method": "ωB97M-V/def2-TZVPD",
  "elements": ["C", "O", "C", "O", "N", "C", "O", "O", "B", "N", "O", "H", "H", "H", "H", "H", "H", "H", "H", "H", "C", "N", "C", "C", "O", "H", "H", "H", "H", "H", "H", "H", "C", "N", "C", "C", "O", "H", "H", "H", "H", "H", "H", "H", "C", "N", "C", "C", "O", "H", "H", "H", "H", "H", "H", "H", "C", "N", "C", "C", "O", "H", "H", "H", "H", "H", "H", "H", "C", "N", "C", "C", "O", "H", "H", "H", "H", "H", "H", "H"],
  "coordinates": [[-2.995, -3.404, 3.761], [-3.221, -2.198, 3.041], [-2.175, -1.870, 2.246], [-2.110, -2.352, 1.186], [-1.166, -0.999, 2.623], [-1.419, -0.249, 3.841], [-1.146, 1.114, 3.510], [-1.563, 1.917, 4.579], [0.177, -1.626, 2.666], [1.348, -0.829, 2.802], [0.316, -3.009, 2.586], [-3.103, -4.268, 3.122], [-2.041, -3.411, 4.271], [-3.771, -3.472, 4.505], [-0.709, -0.532, 4.612], [-2.442, -0.307, 4.184], [-2.531, 1.877, 4.555], [1.121, 0.138, 3.025], [1.900, -1.179, 3.578], [0.575, -3.327, 3.461], [-0.389, 2.865, 1.074], [-0.668, 3.460, -0.222], [-0.927, 2.589, -1.356], [-0.694, 4.787, -0.413], [-0.921, 5.343, -1.472], [0.500, 2.235, 1.003], [-1.232, 2.254, 1.389], [-0.216, 3.638, 1.820], [-0.194, 2.774, -2.142], [-1.919, 2.795, -1.762], [-0.870, 1.550, -1.042], [-0.489, 5.356, 0.512], [4.088, -3.118, -1.579], [3.572, -3.095, -0.219], [2.538, -4.046, 0.152], [4.018, -2.226, 0.701], [3.628, -2.150, 1.853], [3.286, -2.934, -2.280], [4.527, -4.096, -1.789], [4.853, -2.352, -1.703], [1.646, -3.520, 0.485], [2.889, -4.671, 0.975], [2.295, -4.671, -0.703], [4.803, -1.556, 0.308], [1.505, 7.767, 0.045], [1.544, 8.524, 1.282], [2.626, 9.469, 1.504], [0.609, 8.383, 2.239], [0.594, 8.990, 3.292], [2.412, 7.165, -0.045], [1.441, 8.450, -0.804], [0.642, 7.110, 0.031], [3.181, 9.193, 2.401], [2.220, 10.470, 1.649], [3.294, 9.468, 0.647], [-0.169, 7.644, 1.976], [-6.694, -3.024, -1.095], [-6.603, -2.330, 0.173], [-5.479, -1.438, 0.413], [-7.524, -2.482, 1.141], [-7.496, -1.926, 2.222], [-5.814, -3.656, -1.238], [-6.747, -2.302, -1.912], [-7.584, -3.649, -1.119], [-4.910, -1.782, 1.276], [-5.857, -0.434, 0.613], [-4.825, -1.417, -0.455], [-8.334, -3.179, 0.861], [3.940, -4.720, -7.600], [3.958, -4.067, -6.305], [4.962, -3.050, -6.037], [3.076, -4.370, -5.338], [3.051, -3.851, -4.236], [4.889, -5.230, -7.773], [3.786, -3.979, -8.387], [3.135, -5.450, -7.642], [5.572, -3.349, -5.184], [4.476, -2.105, -5.795], [5.596, -2.920, -6.910], [2.356, -5.151, -5.636]],
  "e_above_lowest_kcal_mol": 0.00,
  "gap_ev": 9.06,
  "smiles": "COC(=O)N(COO)B(N)O.CN(C)C=O.CN(C)C=O.CN(C)C=O.CN(C)C=O.CN(C)C=O",
  "e_lumo_ev": 0.2712,
  "homo_energy_ev": -8.79
}

4.
{
  "formula": "C5H13NO",
  "method": "ωB97M-V/def2-TZVPD",
  "elements": ["C", "C", "C", "N", "O", "H", "H", "H", "H", "H", "H", "H", "C", "C", "H", "H", "H", "H", "H", "H"],
  "coordinates": [[2.506, -0.131, 0.398], [1.003, -0.229, 0.175], [0.529, -1.444, 0.964], [0.357, -2.582, 0.220], [0.427, -1.431, 2.169], [3.191, -0.815, -0.097], [2.688, -0.286, 1.432], [2.841, 0.866, 0.310], [0.450, 0.606, 0.580], [0.724, -0.330, -0.863], [-0.101, -3.301, 0.756], [0.618, -2.601, -0.742], [-2.246, 0.772, -0.740], [-1.547, 2.117, -0.627], [-2.067, 0.341, -1.724], [-1.892, 0.049, -0.010], [-3.303, 0.914, -0.518], [-1.732, 2.516, 0.378], [-1.972, 2.890, -1.268], [-0.472, 2.080, -0.794]],
  "e_above_lowest_kcal_mol": 8.51,
  "gap_ev": 10.63,
  "smiles": "CCC(N)=O.CC",
  "e_lumo_ev": 0.8844,
  "homo_energy_ev": -9.74
}

Copy entry 2 word for word.
{
  "formula": "C4H13NO",
  "method": "ωB97M-V/def2-TZVPD",
  "elements": ["C", "C", "N", "C", "C", "H", "H", "H", "H", "H", "H", "H", "H", "H", "H", "H", "O", "H", "H"],
  "coordinates": [[0.997, 1.612, 1.296], [1.064, 0.882, -0.039], [0.176, 1.508, -1.066], [-0.146, 0.595, -2.186], [0.912, -0.387, -2.708], [1.780, 1.136, 1.902], [1.223, 2.668, 1.204], [0.079, 1.321, 1.798], [0.563, -0.080, 0.091], [2.083, 0.764, -0.404], [0.699, 2.254, -1.527], [-1.080, 0.070, -1.971], [-0.374, 1.222, -3.050], [1.566, 0.132, -3.432], [0.580, -1.189, -3.371], [1.568, -0.832, -1.967], [-3.523, -3.900, 5.012], [-4.277, -4.371, 4.641], [-3.890, -3.406, 5.775]],
  "e_above_lowest_kcal_mol": 23.53,
  "gap_ev": 10.04,
  "smiles": "CCNCC.O",
  "e_lumo_ev": 1.0909,
  "homo_energy_ev": -8.95
}